{
  "formula": "C53H84Cl24F5N2O4PS2",
  "method": "ωB97M-V/def2-TZVPD",
  "total_energy_ev": -412576.7972,
  "total_charge": 0,
  "multiplicity": 1,
  "symbols": ["C", "C", "C", "C", "C", "C", "C", "C", "C", "C", "C", "C", "C", "O", "C", "C", "C", "C", "C", "P", "N", "S", "C", "C", "C", "C", "C", "O", "C", "C", "C", "C", "N", "S", "O", "O", "C", "F", "F", "C", "F", "F", "F", "H", "H", "H", "H", "H", "H", "H", "H", "H", "H", "H", "H", "H", "H", "H", "H", "H", "H", "H", "H", "H", "H", "H", "H", "H", "H", "H", "H", "H", "H", "H", "H", "H", "H", "H", "H", "Cl", "C", "C", "Cl", "H", "H", "H", "H", "Cl", "C", "C", "Cl", "H", "H", "H", "H", "Cl", "C", "C", "Cl", "H", "H", "H", "H", "Cl", "C", "C", "Cl", "H", "H", "H", "H", "Cl", "C", "C", "Cl", "H", "H", "H", "H", "Cl", "C", "C", "Cl", "H", "H", "H", "H", "Cl", "C", "C", "Cl", "H", "H", "H", "H", "Cl", "C", "C", "Cl", "H", "H", "H", "H", "Cl", "C", "C", "Cl", "H", "H", "H", "H", "Cl", "C", "C", "Cl", "H", "H", "H", "H", "Cl", "C", "C", "Cl", "H", "H", "H", "H", "Cl", "C", "C", "Cl", "H", "H", "H", "H"],
  "positions_angstrom": [[-6.65100, -1.70522, -1.37357], [-5.51381, -1.31856, -1.21940], [-4.08268, -1.16163, -1.24369], [-3.40569, -0.90305, -2.43999], [-4.05181, -0.75961, -3.80059], [-5.19338, 0.24671, -3.92483], [-4.78422, 1.68584, -3.56094], [-6.04583, 2.51843, -3.21866], [-6.13482, 3.82010, -4.01187], [-5.00838, 4.81413, -3.63930], [-5.49683, 5.75172, -2.50195], [-4.44369, 5.92518, -1.39025], [-5.18203, 6.13894, -0.06995], [-4.37391, 6.81851, 0.86707], [-5.13841, 7.03158, 2.04843], [-2.02342, -0.77773, -2.38193], [-1.34430, -0.93017, -1.19213], [-2.01940, -1.21800, -0.01158], [-3.40786, -1.33258, -0.01980], [-4.34340, -1.72167, 1.49921], [-5.49535, -0.72870, 1.87749], [-1.00315, -1.43570, 1.43584], [0.33767, -2.32132, 0.69096], [0.91704, -3.38056, 1.35812], [1.94375, -4.08908, 0.74263], [2.33450, -3.71895, -0.52897], [1.77177, -2.63996, -1.19746], [2.26087, -2.43614, -2.45090], [2.74479, -1.13884, -2.79164], [2.06287, -0.66612, -4.06919], [1.94660, -1.82088, -5.07615], [0.74765, -1.91086, -0.57926], [0.09465, -0.77844, -1.20878], [0.53727, 0.70615, -0.52554], [1.73795, 0.53177, 0.23413], [-0.54411, 1.38239, 0.11639], [0.99653, 1.87213, -1.89648], [0.32350, 1.64922, -3.02781], [2.31363, 1.84547, -2.10162], [0.63768, 3.33384, -1.46264], [-0.64314, 3.59981, -1.58025], [1.10112, 3.63115, -0.25658], [1.27903, 4.13676, -2.33439], [-7.71490, -1.78398, -1.35591], [-4.35861, -1.76261, -4.11422], [-3.27617, -0.45644, -4.50673], [-6.08707, -0.07209, -3.39815], [-5.46557, 0.26302, -4.98458], [-4.37215, 2.13732, -4.46519], [-4.06257, 1.69286, -2.74470], [-6.10453, 2.68585, -2.14029], [-6.92389, 1.92456, -3.48517], [-6.15597, 3.61923, -5.08506], [-7.09117, 4.28599, -3.76000], [-4.13802, 4.26229, -3.28684], [-4.76315, 5.38423, -4.53433], [-5.74528, 6.70568, -2.96323], [-6.37500, 5.29691, -2.03938], [-3.81063, 6.78024, -1.62515], [-3.83654, 5.02679, -1.27618], [-5.47568, 5.15682, 0.32274], [-6.08570, 6.72342, -0.28706], [-6.14260, 7.38268, 1.78787], [-5.22722, 6.09002, 2.59464], [-4.65489, 7.81462, 2.62789], [-1.43942, -0.57684, -3.27069], [-3.34685, -1.85120, 2.47460], [-4.78397, -3.04118, 1.26574], [-5.30586, -0.34732, 2.80264], [0.56562, -3.63972, 2.34771], [2.34730, -4.92980, 1.28887], [3.10790, -4.28748, -1.02780], [2.68456, -0.44272, -1.95918], [3.81034, -1.25103, -3.02294], [1.03864, -0.38630, -3.82598], [2.59392, 0.16210, -4.53469], [1.80312, -1.44111, -6.08823], [2.82471, -2.46661, -5.07573], [1.07719, -2.44009, -4.86305], [4.14033, -4.43252, 2.25388], [4.48038, -2.77274, 2.83893], [5.55346, -2.70957, 3.89358], [5.02685, -3.45395, 5.42629], [3.54253, -2.36789, 3.21263], [4.78306, -2.19593, 1.96587], [5.78660, -1.66723, 4.10636], [6.46131, -3.20883, 3.58054], [7.75477, -4.80904, 2.15036], [8.46774, -6.43396, 2.30854], [7.86173, -7.19172, 3.46057], [8.31689, -6.48515, 5.03400], [9.54261, -6.32094, 2.42263], [8.27297, -6.96271, 1.37719], [8.21986, -8.21974, 3.45518], [6.77627, -7.20293, 3.40204], [-6.21032, 1.57770, 4.06716], [-7.71703, 1.90928, 3.18536], [-7.53316, 3.00468, 2.17151], [-7.24811, 4.59917, 2.92382], [-8.48475, 2.15445, 3.91501], [-8.00027, 0.98908, 2.67527], [-8.42927, 3.09592, 1.55987], [-6.68870, 2.79331, 1.51958], [-9.98790, -3.16939, -2.86517], [-9.25430, -4.78924, -2.71714], [-9.79924, -5.56092, -1.54382], [-9.28192, -4.86466, 0.01238], [-8.17675, -4.66372, -2.64167], [-9.47614, -5.31848, -3.64225], [-9.42393, -6.58245, -1.57335], [-10.88664, -5.59121, -1.55405], [9.04779, -8.80610, 9.49443], [7.92288, -7.72426, 8.62864], [7.94458, -6.32495, 9.18375], [7.24907, -6.24323, 10.82379], [6.92901, -8.16017, 8.68698], [8.23347, -7.70827, 7.58645], [7.34641, -5.67275, 8.54916], [8.95684, -5.93165, 9.22946], [7.06430, 1.39965, 0.44969], [5.87716, 2.71947, 0.29662], [5.31719, 2.79949, -1.09911], [6.53485, 3.33825, -2.28732], [6.36271, 3.64737, 0.58797], [5.07581, 2.51310, 1.00444], [4.50326, 3.52253, -1.12794], [4.93350, 1.83714, -1.42792], [0.78548, 6.68266, 4.48599], [1.23272, 5.43993, 3.28904], [0.05183, 4.96782, 2.48129], [-1.10301, 4.03095, 3.46203], [1.70192, 4.61648, 3.82164], [1.97049, 5.89048, 2.62622], [0.39280, 4.31370, 1.68436], [-0.48598, 5.80230, 2.03718], [10.35656, -12.44944, 13.60074], [9.25288, -11.36298, 12.71568], [9.27570, -9.95863, 13.25860], [8.55507, -9.85245, 14.88659], [8.25448, -11.78979, 12.76220], [9.57902, -11.35605, 11.67693], [8.69261, -9.30741, 12.60890], [10.28941, -9.57071, 13.31564], [4.67985, 6.57238, -6.84216], [4.72127, 6.41860, -5.06565], [5.93650, 7.07497, -4.46422], [7.43746, 6.20924, -4.87560], [4.68085, 5.35999, -4.82141], [3.81989, 6.89656, -4.68501], [5.85275, 7.06855, -3.37855], [6.04130, 8.10445, -4.79668], [0.09213, 8.74275, -7.46910], [1.49622, 8.29760, -8.47476], [1.23642, 8.51204, -9.94300], [0.03195, 7.36768, -10.58884], [1.74555, 7.26160, -8.26137], [2.32689, 8.92397, -8.15416], [2.15713, 8.35386, -10.50208], [0.88017, 9.51982, -10.14005], [11.16426, -0.03820, -4.34463], [9.82803, 0.90555, -3.63357], [9.07206, 0.12796, -2.58945], [8.13917, -1.22099, -3.29366], [9.17451, 1.22287, -4.44205], [10.27041, 1.78982, -3.17796], [8.35717, 0.78080, -2.09384], [9.74085, -0.28478, -1.83837], [-14.17151, -5.38646, 1.25342], [-13.06076, -4.24405, 2.05409], [-12.97338, -2.92899, 1.32333], [-12.15693, -3.09687, -0.25017], [-12.08629, -4.72055, 2.12706], [-13.44402, -4.07998, 3.05983], [-12.38978, -2.22293, 1.91204], [-13.95798, -2.50259, 1.14894]],
  "forces_ev_per_a": [[0.516, 0.890, 0.597], [-0.493, -1.002, -0.836], [-0.483, 0.095, 0.472], [0.267, 0.383, -0.284], [-0.102, -0.207, 0.193], [0.306, 0.081, -0.411], [-1.073, -0.168, -0.177], [0.107, -0.257, -0.394], [0.203, 0.235, 0.562], [-1.093, -0.067, 0.100], [1.165, -0.839, -0.238], [-0.664, 0.238, 0.180], [0.589, 0.219, -0.536], [-0.476, 0.091, 0.036], [0.306, 0.071, -0.246], [0.052, -0.174, 0.256], [-0.251, 0.082, -0.613], [0.448, -0.174, 0.273], [0.549, -0.071, -0.127], [-0.769, 0.447, 0.138], [0.270, -0.123, 0.131], [-0.125, -0.178, 0.151], [-0.427, 0.535, -0.217], [0.102, 0.040, 0.040], [-1.511, 0.019, -0.190], [0.283, -0.538, 0.241], [0.191, -0.023, -0.099], [-0.478, 0.245, 0.337], [0.626, 0.217, -0.818], [-0.549, -0.852, 0.006], [-0.030, 0.090, -0.234], [0.691, -0.292, -0.096], [-0.120, 0.395, 0.694], [0.491, -0.007, 1.539], [0.295, -0.203, -0.589], [-0.489, -0.056, -0.766], [-0.624, 0.540, 0.445], [0.063, -0.242, -0.082], [0.135, -0.218, -0.256], [0.540, 0.306, -0.905], [-0.282, -0.162, 0.389], [-0.074, -0.131, 0.173], [0.106, 0.054, -0.041], [-0.006, -0.292, -0.118], [-0.240, 0.069, -0.054], [0.114, -0.050, 0.058], [0.115, -0.001, 0.255], [-0.164, -0.087, 0.021], [0.548, -0.015, 0.197], [0.128, 0.117, -0.066], [-0.020, 0.180, -0.001], [-0.044, -0.048, 0.131], [0.097, -0.185, 0.008], [-0.053, 0.089, -0.243], [0.171, 0.015, -0.260], [0.345, 0.088, 0.117], [-0.318, 0.135, 0.364], [-0.200, 0.155, -0.131], [0.187, -0.037, 0.213], [0.196, 0.057, -0.257], [-0.204, 0.043, 0.067], [-0.087, 0.025, 0.252], [-0.052, -0.016, 0.039], [0.099, 0.282, 0.184], [0.147, -0.168, 0.137], [-0.089, 0.045, -0.081], [0.108, -0.261, -0.160], [0.271, -0.034, -0.176], [-0.216, 0.153, -0.238], [-0.056, -0.100, -0.021], [-0.587, 0.093, -0.880], [0.023, 0.127, -0.153], [-0.188, -0.106, 0.095], [0.044, -0.116, 0.166], [0.095, 0.374, -0.076], [0.030, 0.181, 0.281], [0.080, 0.067, -0.003], [0.054, 0.029, -0.019], [0.082, -0.105, 0.148], [1.724, 0.184, 1.209], [-0.092, 0.127, -0.095], [-0.010, 0.059, 0.027], [0.011, -0.040, 0.002], [-0.030, -0.055, -0.012], [0.048, -0.033, -0.002], [-0.082, 0.015, 0.003], [0.007, -0.077, 0.037], [0.181, -0.036, -0.155], [0.050, -0.064, -0.040], [-0.049, -0.169, -0.034], [-0.012, 0.046, 0.013], [-0.011, 0.054, 0.062], [-0.071, 0.006, 0.011], [0.065, 0.022, 0.006], [-0.003, 0.092, 0.029], [0.038, 0.159, 0.324], [-0.129, -0.160, -0.077], [-0.031, 0.009, -0.192], [-0.230, -0.219, 0.045], [0.055, 0.082, 0.030], [0.118, -0.010, -0.046], [-0.032, 0.012, 0.051], [0.039, -0.012, 0.050], [0.076, 0.026, -0.006], [0.077, -0.071, -0.109], [-0.075, -0.101, 0.014], [0.171, -0.067, 0.028], [-0.009, 0.071, 0.049], [-0.057, -0.018, 0.023], [0.046, 0.017, -0.022], [-0.004, 0.096, 0.044], [0.022, -0.059, 0.034], [-0.071, 0.017, -0.115], [-0.013, 0.084, -0.053], [0.028, -0.007, 0.020], [0.009, -0.014, 0.083], [0.055, 0.005, 0.010], [-0.037, -0.038, -0.006], [0.013, -0.036, 0.056], [0.061, -0.037, 0.059], [-0.090, 0.059, 0.061], [-0.167, 0.005, -0.010], [0.001, 0.018, -0.033], [0.084, -0.025, -0.054], [-0.034, -0.064, -0.058], [0.026, 0.032, 0.022], [0.062, -0.027, 0.001], [0.007, -0.011, 0.021], [0.093, -0.009, -0.060], [-0.055, 0.005, -0.057], [-0.016, 0.017, 0.011], [-0.058, -0.001, 0.055], [-0.036, 0.028, -0.021], [-0.003, -0.022, 0.117], [-0.042, 0.019, 0.071], [-0.015, -0.015, 0.013], [-0.021, -0.002, -0.115], [-0.031, 0.127, -0.087], [0.022, -0.010, 0.017], [0.007, -0.014, 0.073], [0.030, 0.033, 0.009], [-0.026, -0.033, -0.011], [0.015, -0.043, 0.061], [0.005, -0.013, -0.031], [-0.135, -0.009, 0.100], [-0.004, 0.033, 0.100], [0.040, 0.005, -0.027], [0.068, -0.017, -0.053], [0.020, 0.049, -0.013], [-0.018, -0.057, 0.000], [0.016, -0.023, -0.071], [-0.010, -0.022, 0.011], [0.107, -0.005, 0.043], [0.076, 0.045, -0.054], [-0.020, 0.014, 0.000], [-0.058, -0.017, -0.003], [-0.010, 0.029, -0.027], [0.010, -0.043, 0.027], [-0.069, -0.018, 0.022], [-0.010, -0.007, -0.023], [-0.009, 0.099, 0.003], [-0.038, 0.063, 0.112], [-0.001, -0.019, 0.007], [0.000, -0.062, -0.027], [0.009, -0.024, 0.040], [-0.031, 0.055, -0.041], [0.026, -0.067, -0.057], [0.022, -0.020, -0.019], [0.034, 0.016, 0.136], [-0.015, 0.053, 0.034], [-0.190, 0.148, -0.034], [-0.001, -0.019, -0.081], [-0.042, 0.020, -0.019], [0.044, -0.043, 0.009], [-0.019, -0.057, -0.040]],
  "mulliken_charge": [0.503, -2.133, 1.657, 0.475, -1.580, -0.983, -0.194, -0.594, -1.383, -0.287, -0.787, -0.174, -0.646, -0.397, -0.684, -0.537, -2.436, 0.726, 1.137, 0.341, -0.492, -0.526, 1.584, -0.684, -1.064, -0.340, -0.342, -0.453, -0.540, 0.338, -1.347, -1.061, 0.952, 1.417, -0.594, -0.488, 0.448, -0.184, -0.173, 0.392, -0.172, -0.242, -0.263, 0.622, 0.507, 0.294, 0.334, 0.439, 0.444, 0.248, 0.202, 0.490, 0.406, 0.470, 0.115, 0.534, 0.221, 0.441, 0.363, 0.133, 0.185, 0.400, 0.337, 0.201, 0.285, 0.251, 0.033, 0.103, 0.121, 0.481, 0.768, 0.473, 0.182, 0.553, -0.395, 0.420, 0.444, 0.301, 0.281, -0.150, -0.447, -0.094, -0.209, 0.375, 0.287, 0.361, -0.059, -0.138, -0.536, -0.447, -0.189, 0.342, 0.322, 0.337, 0.276, -0.226, -0.419, -0.421, -0.190, 0.392, 0.285, 0.363, 0.201, -0.182, -0.432, -0.545, -0.168, 0.283, 0.340, 0.385, 0.317, -0.193, -0.153, -0.381, -0.193, 0.344, 0.020, 0.228, 0.338, -0.188, -0.462, -0.075, -0.177, 0.390, 0.309, 0.245, -0.013, -0.199, -0.433, 0.433, -0.201, 0.329, 0.300, -0.523, 0.367, -0.196, -0.349, -0.218, -0.196, 0.359, 0.191, 0.083, 0.333, -0.199, -0.306, -0.485, -0.182, 0.229, 0.291, 0.286, 0.365, -0.187, -0.348, -0.419, -0.186, 0.258, 0.259, 0.298, 0.325, -0.197, -0.437, 0.058, -0.200, 0.309, 0.299, -0.181, 0.338, -0.190, -0.396, -0.537, -0.101, 0.283, 0.316, 0.276, 0.350]
}